Formula: C20H51N3O8
Source: the OMol25 dataset
Level of theory: the ωB97M-V functional and the def2-TZVPD basis

Geometry (Å):
C 19.88242 16.97897 20.15332
O 20.11982 17.83215 19.06770
C 21.41384 17.70092 18.44048
C 21.45748 16.62298 17.38523
N 22.68069 15.83825 17.31247
C 23.90813 16.60828 17.24061
C 25.13245 15.67125 17.13187
O 25.57497 15.69074 15.77592
C 26.70657 14.84914 15.61239
H 19.09372 17.44336 20.75409
H 20.67868 16.92006 20.90676
H 19.55443 15.98885 19.83352
H 22.07889 17.37086 19.24925
H 21.57474 18.73532 18.15028
H 21.23302 17.04349 16.38897
H 20.63571 15.91166 17.51460
H 22.69484 15.23315 16.50162
H 24.12106 17.25634 18.10006
H 23.95390 17.37989 16.45223
H 24.83542 14.69703 17.52034
H 25.87728 16.14200 17.77953
H 26.39026 13.80670 15.50882
H 27.45723 14.94352 16.40053
H 27.21388 15.11931 14.68268
C 26.57361 16.10720 11.82934
O 27.55074 16.93427 12.44790
C 27.01434 17.98819 13.21580
C 27.87886 18.36815 14.44136
N 27.44805 19.67824 14.87232
C 27.54252 19.94240 16.30660
C 26.20188 19.71060 16.97390
O 25.26369 20.64530 16.45109
C 24.35668 21.10044 17.43935
H 26.95365 15.23819 11.29293
H 26.04955 16.75932 11.12526
H 25.89040 15.66633 12.56244
H 26.02957 17.73532 13.62057
H 26.88236 18.88209 12.59291
H 28.93218 18.19844 14.22107
H 27.50717 17.60510 15.14807
H 26.50015 19.79742 14.53456
H 27.71536 21.01561 16.42026
H 28.31654 19.31578 16.74407
H 26.29398 19.84312 18.05661
H 25.83609 18.70493 16.72386
H 24.88040 21.61139 18.25246
H 23.80077 20.25737 17.86365
H 23.65935 21.79167 16.97244
C 29.76346 9.21576 10.03960
O 31.05938 9.60332 10.41769
C 31.27744 10.99905 10.27189
C 32.38102 11.41429 11.23691
N 32.27794 10.93350 12.59752
C 31.18094 11.49511 13.35953
C 31.33556 11.12569 14.85736
O 30.10564 11.16461 15.53599
C 29.50440 12.45179 15.59587
H 29.35277 9.64294 9.11947
H 29.01291 9.31437 10.82993
H 29.81395 8.14284 9.82715
H 30.40777 11.62388 10.50779
H 31.54092 11.19600 9.22787
H 32.42500 12.51013 11.25540
H 33.39993 11.15609 10.92910
H 32.55219 9.98295 12.76071
H 30.21427 11.16473 12.95789
H 31.27389 12.58236 13.28736
H 32.00608 11.87303 15.28981
H 31.75599 10.12312 14.88946
H 28.88060 12.49619 16.48563
H 28.83966 12.47338 14.72820
H 30.19702 13.29267 15.56058
C 30.95159 16.85308 12.07600
C 30.92218 15.64603 12.99621
O 29.83321 15.68416 13.91831
O 29.92732 16.81189 11.07675
H 31.88153 16.90423 11.50718
H 30.73154 17.79754 12.59433
H 31.83038 15.68256 13.60704
H 30.93951 14.69578 12.45331
H 29.06157 16.01062 13.42817
H 29.03788 16.76948 11.47968

The calculation puts the total energy at -42411.399 eV. As for the SMILES: COCCNCCOC.COCCNCCOC.COCCNCCOC.OCCO. The energy above the lowest of the compared OMol25 structures with the same formula, charge and spin is 0.0 kcal/mol. As for the gap between HOMO and LUMO: 8.998 eV.

=====

Formula: C30H35NO5PtSb
Source: the OMol25 dataset
Level of theory: the ωB97M-V functional and the def2-TZVPD basis

Geometry (Å):
Pt -0.08784 -0.11511 0.02354
O -0.15954 0.36054 6.17967
C -0.10892 0.18757 4.82911
C 1.08773 0.23244 4.12686
C 1.05260 0.05636 2.75938
N -0.10324 -0.15114 2.12753
C -1.26135 -0.21232 2.79036
C -1.30104 -0.04657 4.16004
C -2.53784 -0.49952 1.98112
O -3.58579 -0.53520 2.62522
O -2.35963 -0.67500 0.73712
C 2.33645 0.05377 1.91957
O 3.38683 0.23936 2.53232
O 2.16847 -0.09834 0.66879
H 0.73328 0.52226 6.50216
H 2.04993 0.39430 4.59715
H -2.25190 -0.10011 4.66930
C -2.40753 6.74330 0.38787
C -1.42302 6.30169 -0.48754
C -1.05270 4.96495 -0.52274
C -1.65669 4.02766 0.32316
C -2.65528 4.48832 1.18619
C -3.02496 5.82494 1.22574
C -1.33902 2.57789 0.35077
C -0.28191 1.92132 -0.13913
C 0.89633 2.53899 -0.78826
C 1.90570 3.11876 -0.02043
C 3.03480 3.65437 -0.62058
C 3.17975 3.61985 -2.00206
C 2.18925 3.02731 -2.77537
C 1.06407 2.48219 -2.17218
H -2.69473 7.78755 0.40999
H -0.93792 7.00442 -1.15493
H -0.29427 4.64849 -1.22267
H -3.14523 3.77377 1.83860
H -3.79867 6.14862 1.91189
H -2.10048 1.98417 0.85164
H 1.79909 3.13564 1.05792
H 3.81057 4.09252 -0.00437
H 4.06356 4.03622 -2.46975
H 2.29620 2.98092 -3.85268
H 0.29653 2.00672 -2.77294
C 0.91552 -4.52213 1.38773
C -0.16246 -4.46011 0.30612
C -1.55413 -4.57024 0.92592
Sb 0.08886 -2.62503 -0.78271
C -1.23967 -2.85371 -2.46456
C -2.68931 -2.64980 -2.02195
C -0.85522 -1.82842 -3.52914
C 2.00698 -3.03642 -1.66854
C 2.64119 -1.76004 -2.22173
C 1.95779 -4.15819 -2.70050
H 0.84867 -5.46691 1.93731
H 0.78620 -3.71290 2.11197
H 1.92740 -4.44321 0.98882
H -0.00949 -5.26409 -0.41897
H -1.81829 -3.67392 1.49292
H -1.59151 -5.42097 1.61539
H -2.33156 -4.71908 0.17814
H -1.09914 -3.86131 -2.86596
H -2.81442 -1.72036 -1.46053
H -3.05162 -3.45995 -1.38983
H -3.34017 -2.60452 -2.90273
H -0.84214 -0.81479 -3.11825
H -1.58980 -1.84138 -4.34170
H 0.12760 -2.02211 -3.96264
H 2.60707 -3.35925 -0.81371
H 2.13832 -1.43013 -3.13472
H 3.69107 -1.94063 -2.47729
H 2.61546 -0.94095 -1.50192
H 1.32383 -3.88783 -3.54941
H 1.57328 -5.09353 -2.28599
H 2.95809 -4.36196 -3.09896

The spin multiplicity is 3. The charge is -1. Its expectation value of S² is 2.01. The calculation puts the total energy at -53191.174 eV. As for the gap between HOMO and LUMO (alpha / beta): 6.704 / 7.216 eV.

=====

Formula: C3H6N2OS
Source: the OMol25 dataset
Level of theory: the ωB97M-V functional and the def2-TZVPD basis

Geometry (Å):
C 2.70599 -0.38082 0.00346
C 0.20194 0.67875 0.08265
C -3.08997 -0.41215 -0.00156
H 3.41781 -1.18778 0.02345
H 2.81501 0.21142 -0.88177
H 2.80055 0.28671 0.91649
H -1.60625 1.55051 -0.06624
H -3.54466 0.59036 -0.13239
H -3.73102 -1.26834 0.16950
N -1.13633 0.64929 -0.04790
N -1.81789 -0.54045 0.02533
O 0.84166 1.74512 -0.00038
S 0.93044 -0.88877 -0.02346

The calculation puts the total energy at -19070.021 eV. As for the SMILES: C=NNC(=O)SC. The energy above the lowest of the compared OMol25 structures with the same formula, charge and spin is 49.5 kcal/mol. As for the gap between HOMO and LUMO: 9.992 eV.